*1*
C5H10NO | wB97M-V/def2-TZVPD

Values from the calculation:
HOMO level (eV): -15.01
Structure (SMILES): O=C[C@H]1CCC[NH2+]1
E_LUMO (eV): -3.83
Orbital gap (eV): 11.17

Geometry as ORCA input:
```
! wB97M-V def2-TZVPD RIJCOSX def2/J DEFGRID3
* xyz 1 1
O 0.34628 -2.46121 -0.02469
C 0.97917 -1.74431 0.69919
C 0.65020 -0.25769 0.81430
N -0.86943 -0.24085 0.84141
C -1.39383 0.72839 -0.24219
C -0.27194 0.91537 -1.25714
C 1.05831 0.55413 -0.42368
H 1.97863 -2.07992 1.03540
H 1.04821 0.21571 1.71944
H -1.35107 -0.02267 1.71440
H -1.18105 -1.19758 0.63494
H -1.45906 1.70332 0.22119
H -2.26301 0.19052 -0.62699
H -0.40253 0.37025 -2.17394
H -0.16227 1.98356 -1.50915
H 1.63210 -0.11578 -1.06917
H 1.66129 1.45876 -0.35332
*
```

---

*2*
C5H10NO | wB97M-V/def2-TZVPD

Values from the calculation:
HOMO level (eV): -12.17
E_LUMO (eV): -3.89
Orbital gap (eV): 8.28

Geometry as ORCA input:
```
! wB97M-V def2-TZVPD RIJCOSX def2/J DEFGRID3
* xyz 1 1
C -0.19545 -0.40251 -0.00479
C 2.29127 -0.37185 0.68238
C -0.12431 -1.92154 -0.05840
C 1.05594 1.67599 0.76313
C 0.95266 0.19986 0.40053
N -1.49336 0.33624 -0.27866
O 3.01008 -0.66842 -0.24250
H -1.01899 -2.29358 0.45911
H -0.12843 -2.10980 -1.12753
H 0.76826 -2.27475 0.47337
H 1.00057 2.36934 -0.10258
H 0.31070 2.14283 1.38884
H 2.04020 1.86758 1.06435
H -1.10748 1.27118 -0.54934
H -2.15588 0.44881 0.54723
H -2.04261 -0.12265 -1.00510
H 2.61568 -0.64448 -1.15060
*
```

---

*2* is the least stable structure shown above.